Record 1
One molecule with the formula C23H24N2, computed with ωB97M-V/def2-TZVPD.

```
49
Properties=species:S:1:pos:R:3:forces:R:3:mulliken_charge:R:1
N 0.1722 4.4293 1.8107 -0.86 -2.03 0.10 0.389
N 0.1368 -10.0578 -2.3757 0.46 0.05 0.01 -0.460
C 2.5698 5.2984 1.8162 -0.07 1.52 -2.36 -1.322
C -1.9193 -1.5217 -0.5997 -1.78 -3.29 -2.40 -1.043
C -0.1724 2.9806 -0.2068 0.08 -0.41 -0.33 -1.221
C 1.2366 1.2236 -1.2389 0.06 -2.67 -0.52 -0.741
C 0.2034 -6.6232 -3.0977 0.40 -1.43 0.90 -0.537
C -0.0273 1.6030 -0.7031 1.17 0.63 -0.73 0.795
C -1.8648 -2.8080 -1.1660 1.88 -1.01 1.13 -0.730
C 1.0818 5.5639 1.8104 -0.65 0.24 0.28 -0.224
C 0.0365 -5.2676 -2.9440 0.97 -2.13 -1.50 -0.504
C 0.3579 3.0823 1.1762 0.76 2.33 1.83 -0.880
C -0.6859 4.7601 4.0746 -1.15 -0.06 0.18 -1.166
C -0.1333 -7.5134 -2.0283 0.86 0.31 -2.40 0.583
C -0.4904 -4.7963 -1.8055 -1.68 1.20 3.06 0.508
C -0.9158 -0.6303 -0.8784 1.57 1.83 0.81 0.479
C -1.0779 0.7442 -0.5820 1.11 -1.23 0.18 -0.503
C 1.4086 -0.1337 -1.5456 -1.08 3.43 1.01 -0.871
C 0.1514 -8.9182 -2.2206 -0.90 0.02 0.18 -0.091
C -0.8031 -7.0663 -0.9154 -0.04 1.75 -0.12 -0.785
C -1.0547 4.5422 2.6113 1.06 -0.26 0.31 -0.643
C -1.0519 -5.6666 -0.8042 1.78 -1.85 -1.65 -0.616
C 0.3688 -1.0280 -1.3145 -0.57 -1.87 -1.07 0.701
C 0.5404 -2.3795 -1.6542 -2.76 -3.42 0.60 -0.739
C -0.5532 -3.3417 -1.5570 -0.48 3.49 0.17 0.479
H 3.0442 6.3423 1.7300 -0.28 -1.75 0.31 0.349
H 0.9034 6.1703 2.7493 -0.18 -0.47 -1.25 0.205
H -1.2127 3.0718 -0.2616 -1.81 1.04 0.66 0.353
H 2.8606 4.7562 2.6530 0.78 -0.71 1.72 0.352
H -2.6767 -3.5963 -1.1578 0.67 1.47 0.22 0.461
H 2.1081 1.8618 -1.4535 -0.89 0.19 0.40 0.352
H 2.8505 4.7023 0.9282 0.08 0.37 0.26 0.292
H -2.9020 -1.2567 -0.2672 -0.20 0.75 0.41 0.376
H -0.4139 5.7866 4.2027 0.00 0.68 0.56 0.383
H -1.9969 0.9412 -0.0854 -0.64 0.98 0.16 0.416
H 1.4798 -2.8361 -1.8759 0.77 0.24 -0.28 0.488
H -1.5296 -5.3691 0.0926 -0.28 0.87 0.51 0.539
H -1.6220 5.3565 2.1939 -0.71 0.50 0.19 0.360
H 0.2115 3.7471 -0.8261 0.80 0.63 -0.91 0.473
H -1.5852 4.5080 4.6906 0.96 0.32 -0.08 0.360
H -1.7154 3.6501 2.6507 0.72 0.24 -0.97 0.343
H -0.2330 2.3976 1.7677 0.21 -0.38 0.46 0.269
H 0.8985 6.1760 0.9110 -0.16 0.34 0.34 0.242
H 1.4282 2.8441 1.3028 -0.36 -0.35 -0.54 0.470
H 0.3987 -4.7183 -3.7800 0.03 1.11 -0.12 0.478
H 0.1949 4.1728 4.3354 -0.28 -0.30 0.10 0.277
H 2.3093 -0.3940 -1.9922 1.43 -0.97 -0.62 0.503
H 0.7184 -6.9800 -3.9970 -0.39 -0.15 0.44 0.348
H -1.0330 -7.8095 -0.1726 -0.39 0.21 0.39 0.449
```
Positions in Å, forces in eV/Å.

The value obtained for the lowest unoccupied orbital energy is 0.000 hartree. The SMILES is CCN(CC)CCc1ccc2cc(-c3ccc(C#N)cc3)ccc2c1. Its net charge is 0. As for the spin multiplicity: 1. Its total energy is -1000.2472 hartree. As for the HOMO-LUMO gap: 7.7 eV.

=====

Record 2
One molecule with the formula C23H24N2O3S, computed with ωB97M-V/def2-TZVPD.

```
53
Properties=species:S:1:pos:R:3:forces:R:3:mulliken_charge:R:1
S -7.5531 -0.1717 -0.4571 -0.33 -0.50 0.49 1.244
O 0.5985 -2.6665 0.0144 -0.10 -0.31 -0.42 -0.689
O -7.8754 -0.7469 -1.7306 0.32 -0.18 0.11 -0.659
O -8.1724 1.0602 -0.0622 0.30 -0.04 0.24 -0.665
N -7.8920 -1.3208 0.7320 0.21 0.53 -0.54 -0.516
N 0.3101 -0.9134 1.4056 -0.14 0.13 0.29 -0.075
C 5.2189 -1.6484 -0.8160 0.02 0.01 0.02 -0.450
C 6.5988 -1.6262 -0.8800 0.02 -0.09 -0.02 -0.694
C -3.0488 0.1202 0.0275 0.03 0.10 -0.03 0.217
C 2.9885 -0.6117 -0.3936 0.07 -0.13 0.13 0.328
C -4.9774 -0.9209 -0.9733 0.05 -0.11 -0.13 -0.919
C 1.5621 1.1792 -1.4137 0.09 -0.04 0.05 -0.485
C -1.1243 -0.8751 1.2610 -0.11 0.03 -0.20 -0.943
C 7.2881 -0.4601 -0.5908 0.09 0.06 0.01 -0.447
C 1.0718 -1.7744 0.6852 0.32 0.20 0.55 0.438
C 6.5832 0.6789 -0.2484 0.13 0.02 0.02 -0.857
C -5.2600 0.9187 0.5536 -0.05 0.14 0.08 -0.753
C 2.5658 -1.5227 0.7837 -0.14 -0.10 -0.36 -0.901
C 1.6391 2.7099 0.8830 0.02 0.02 0.13 -0.857
C -3.6060 -0.8395 -0.8135 -0.12 0.07 0.07 -0.375
C -3.8865 0.9965 0.7089 -0.06 -0.11 -0.07 -0.504
C 2.3164 1.5041 0.8291 0.03 0.04 -0.05 -0.151
C 4.5004 -0.5118 -0.4563 0.00 0.02 -0.08 -0.040
C 5.1996 0.6546 -0.1828 -0.05 0.03 0.00 -0.123
C 0.9154 3.1519 -0.2117 -0.07 0.08 -0.07 -0.576
C 0.8817 2.3836 -1.3622 -0.05 0.11 -0.02 -0.719
C -1.5633 0.1710 0.2207 0.01 -0.26 0.18 -0.012
C 2.2853 0.7190 -0.3210 -0.05 0.07 -0.18 0.433
C -5.7877 -0.0400 -0.2858 -0.49 0.09 -0.15 0.365
H -8.5051 -0.9510 1.4400 -0.11 0.21 0.12 0.266
H 1.6778 3.3066 1.7832 0.01 0.05 0.06 0.408
H 0.3841 4.0909 -0.1682 -0.04 0.08 0.00 0.451
H 0.3214 2.7211 -2.2214 -0.05 0.03 -0.08 0.416
H 2.8852 1.1801 1.6902 0.06 -0.05 0.08 0.428
H -8.2617 -2.1689 0.3342 -0.04 -0.15 -0.20 0.266
H -1.5793 -0.6555 2.2305 -0.03 -0.07 -0.06 0.271
H -3.4599 1.7467 1.3584 0.04 0.09 0.06 0.422
H 4.6702 1.5606 0.0705 -0.01 0.04 -0.01 0.399
H -1.2520 1.1638 0.5522 0.04 0.02 -0.06 0.172
H 2.6606 -1.1171 -1.3105 0.00 0.07 0.11 0.548
H 0.7501 -0.1006 1.8097 0.05 -0.16 -0.07 0.326
H 3.0798 -2.4796 0.6940 -0.07 0.03 0.06 0.601
H 2.8304 -1.0705 1.7389 0.06 0.03 0.02 0.374
H 1.5294 0.5854 -2.3160 0.00 -0.09 -0.08 0.429
H -5.4328 -1.6436 -1.6309 0.04 -0.13 -0.12 0.437
H 7.1380 -2.5190 -1.1608 0.04 -0.07 -0.03 0.383
H -1.0542 -0.0520 -0.7185 0.03 0.05 0.01 0.231
H 7.1101 1.5970 -0.0325 0.04 0.07 0.01 0.402
H -2.9567 -1.5194 -1.3445 0.07 -0.09 -0.08 0.454
H 8.3666 -0.4391 -0.6403 0.09 0.00 -0.01 0.382
H -5.9311 1.5944 1.0590 -0.01 0.14 0.10 0.463
H -1.4363 -1.8693 0.9340 -0.05 0.11 0.12 0.442
H 4.6886 -2.5589 -1.0570 -0.07 -0.11 -0.02 0.416
```
Positions in Å, forces in eV/Å.

The value obtained for the lowest unoccupied orbital energy is 0.021 hartree. The value obtained for the energy relative to the best compared isomer or geometry (same formula, charge and spin) is 3.8 kcal per mole. The SMILES is NS(=O)(=O)c1ccc(CCNC(=O)CC(c2ccccc2)c2ccccc2)cc1. Its net charge is 0. As for the spin multiplicity: 1. Its total energy is -1624.2977 hartree. As for the HOMO-LUMO gap: 9.8 eV.

=====

What is the formula in the second record?
C23H24N2O3S